{
  "formula": "C33H33BrGe2N2Rb",
  "method": "ωB97M-V with the def2-TZVPD basis set",
  "spin_multiplicity": 2,
  "gap_ev": [4.57, 7.64],
  "charge": 0,
  "homo_energy_ev": [-4.812, -7.914],
  "relative_energy_ev": 0.0000,
  "total_energy_ha": -8138.67484,
  "elements": ["H", "H", "H", "C", "H", "H", "H", "C", "H", "C", "H", "Ge", "N", "Rb", "C", "H", "H", "C", "C", "Br", "H", "H", "H", "H", "C", "H", "C", "H", "C", "C", "H", "C", "C", "H", "C", "H", "Ge", "H", "C", "C", "H", "C", "H", "C", "C", "C", "C", "H", "C", "H", "C", "C", "H", "C", "H", "C", "H", "H", "C", "C", "C", "C", "H", "H", "C", "H", "C", "C", "N", "C", "H", "H"],
  "xyz": [[-1.117212, 5.315893, 1.750126], [-4.692579, 5.178186, 0.813291], [1.652485, 3.710829, 1.220367], [-2.892829, -1.709306, 0.760696], [-0.593016, 3.878652, 0.852157], [0.635363, 2.843218, 3.294136], [-0.350224, -2.711127, -1.596807], [3.294352, 0.749997, 1.422095], [-7.443512, 1.120204, 2.961420], [-3.874073, 2.592254, -2.248878], [1.344799, 0.648496, 4.194570], [-2.971870, 3.544279, 1.735748], [1.175276, -2.568305, -0.217638], [0.026293, 0.086807, 0.452461], [-3.214840, -4.845345, -1.216888], [3.049980, -0.686158, 3.002284], [4.040051, 0.166600, 0.896932], [-5.654766, 1.243718, 1.778439], [-7.112586, 0.007365, -0.213483], [1.040951, -7.201219, 0.016696], [-5.328033, 0.091640, -1.377665], [-4.496455, 3.459971, -4.109114], [3.352235, 2.366512, 0.014630], [-2.187208, 3.817213, -4.926037], [-3.096228, -3.444503, -0.877561], [-2.110112, 3.962310, 4.113509], [-5.023525, 0.974593, 0.562491], [-7.679443, -0.476943, -0.999538], [-5.782188, 0.339864, -0.424483], [2.905977, 1.986086, 0.924676], [-2.906112, -1.397464, 1.804115], [0.235341, -4.659376, -0.929686], [-3.653335, 3.166974, -3.495459], [-8.754051, 0.019755, 1.172711], [2.003278, -3.245596, 0.577918], [-0.491441, -5.183799, -1.533770], [-3.080931, 1.410548, 0.384159], [-2.981743, -2.821024, -2.925570], [-3.076763, -3.047884, 0.460130], [2.735016, 0.269293, 2.601768], [-0.650519, 2.186457, -1.299588], [0.319179, -3.273534, -0.956937], [2.698010, -2.657126, 1.167562], [2.011475, -4.627418, 0.681919], [-2.811472, 2.205114, -1.427544], [-4.482803, 4.795596, 1.812338], [1.101260, -5.332211, -0.088226], [-3.208503, -3.788481, 1.239461], [1.951320, 2.743522, 1.601503], [-5.375128, 4.291616, 2.181887], [-2.513294, 3.089958, 3.594388], [-1.433515, 4.547290, 1.041295], [-1.774163, 2.286593, 3.621093], [1.383523, 2.257981, 2.774158], [-4.894070, 2.455202, -1.909531], [-1.287502, 3.004824, -3.155679], [-2.658534, -0.437518, -2.361885], [-0.273049, 3.169693, -3.498679], [1.778952, 1.021574, 3.275722], [-1.519618, 2.432244, -1.911096], [-2.758474, -1.163844, -1.558575], [-2.359707, 3.370937, -3.954888], [-4.247100, 5.633548, 2.472298], [-5.096777, 1.728775, 2.573256], [-7.718304, 0.286502, 1.004496], [2.700853, -5.130829, 1.343328], [-2.948170, -2.501287, -1.890336], [-2.719777, -0.733945, -0.232266], [-3.308204, -5.956084, -1.499762], [-6.983169, 0.903003, 2.005221], [-1.703222, 5.022105, 0.097161], [-3.400662, 2.750149, 4.130819]],
  "atomic_forces_ev_per_a": [[0.012, 0.020, -0.020], [-0.029, 0.027, 0.012], [0.008, 0.005, -0.017], [0.120, 0.212, -0.090], [0.029, -0.014, -0.015], [0.007, -0.004, -0.003], [-0.002, 0.020, 0.013], [0.003, -0.084, 0.056], [0.008, 0.004, 0.007], [0.085, 0.033, -0.029], [0.000, 0.003, 0.004], [0.017, -0.114, -0.042], [0.037, 0.059, 0.010], [0.301, 0.015, 0.095], [-0.196, 0.346, 0.062], [0.001, -0.003, 0.003], [0.007, -0.004, 0.007], [-0.019, 0.002, -0.030], [-0.053, -0.004, 0.017], [-0.005, -0.229, 0.011], [0.019, -0.006, -0.006], [-0.004, 0.001, -0.003], [-0.004, 0.009, 0.001], [-0.009, 0.003, 0.000], [0.041, -0.323, -0.068], [-0.007, -0.009, 0.042], [0.098, 0.049, 0.069], [0.009, -0.004, -0.005], [0.110, 0.034, 0.004], [-0.121, 0.144, 0.026], [-0.038, -0.029, 0.015], [0.051, 0.172, 0.006], [0.001, -0.011, 0.036], [-0.004, 0.006, -0.005], [-0.006, -0.140, 0.012], [0.014, -0.019, 0.004], [-0.190, -0.421, -0.062], [0.003, 0.006, 0.005], [0.090, -0.011, -0.027], [-0.031, 0.030, -0.014], [-0.092, 0.050, -0.027], [-0.005, -0.139, 0.024], [-0.005, 0.011, 0.000], [-0.013, 0.180, -0.027], [-0.026, -0.053, 0.014], [-0.075, 0.102, 0.003], [-0.004, 0.051, -0.009], [0.006, 0.006, 0.004], [0.093, -0.112, -0.034], [-0.029, 0.025, 0.005], [-0.008, 0.000, 0.105], [0.078, 0.112, -0.076], [-0.010, -0.003, 0.016], [0.012, -0.020, -0.034], [0.004, -0.019, 0.023], [0.003, -0.024, 0.033], [-0.018, -0.012, 0.001], [0.004, 0.005, 0.002], [-0.010, 0.016, -0.028], [-0.018, -0.016, -0.009], [0.051, -0.009, -0.083], [-0.012, 0.006, -0.033], [-0.037, 0.028, -0.007], [-0.001, 0.004, 0.016], [-0.004, -0.021, -0.030], [0.000, -0.015, 0.002], [0.006, 0.042, -0.033], [-0.492, 0.050, 0.054], [0.100, -0.040, 0.004], [0.057, 0.015, -0.007], [0.058, 0.027, -0.006], [0.030, -0.016, 0.055]]
}

{
  "formula": "C10H20NO4PS",
  "method": "ωB97M-V with the def2-TZVPD basis set",
  "gap_ev": 9.47,
  "charge": 0,
  "homo_energy_ev": -9.057,
  "smiles": "CCNCO[P@H](=S)O/C(C)=C\\C(=O)OC(C)C",
  "total_energy_ha": -1488.22059,
  "elements": ["O", "H", "H", "C", "H", "C", "H", "H", "H", "H", "H", "H", "C", "H", "C", "C", "H", "C", "H", "O", "O", "C", "C", "H", "P", "H", "N", "C", "H", "O", "S", "H", "H", "C", "H", "H", "H"],
  "xyz": [[0.353499, 1.487395, -3.261465], [0.086502, 4.535926, 4.978160], [1.414210, 2.511965, -1.456192], [-1.478770, -1.593658, -2.645767], [-0.906882, 1.886899, 2.948280], [-0.100472, -1.210997, -3.249125], [0.546839, -0.010719, 4.308499], [0.901585, -2.960119, -2.592621], [-0.236953, -0.636414, -4.145040], [3.620656, 1.512529, 0.741295], [-1.241432, 3.645881, 4.593301], [1.000535, 2.266114, 5.315614], [0.577594, 2.481791, 4.290358], [2.240170, 2.061547, 1.811070], [-0.202205, 0.290787, 3.669106], [1.806907, 0.967911, -0.033608], [-1.323892, -2.014340, -1.624664], [2.638990, 1.927752, 0.767144], [-1.921747, -2.290627, -3.301552], [0.556434, -0.489909, -2.151219], [1.588039, -0.298316, 0.299581], [-0.269384, 3.734799, 4.301753], [0.682264, 0.817669, -2.302279], [-1.045114, -0.372805, 3.799457], [1.327606, -0.723269, 1.860808], [0.735303, -2.119047, 2.102037], [-0.512290, 1.606094, 3.844800], [0.718490, -2.454055, -3.571792], [0.343666, -3.235775, -4.306156], [0.300297, 0.449845, 2.341918], [2.988569, -0.693331, 2.901075], [1.381569, 2.670471, 3.552341], [-2.189158, -0.759571, -2.690232], [1.275117, 1.463412, -1.229822], [2.733957, 2.949725, 0.443296], [1.583035, -1.905034, -4.037539], [-0.393985, 4.079023, 3.308728]],
  "atomic_forces_ev_per_a": [[-0.413, -0.716, -0.651], [0.378, -0.071, -0.745], [0.294, -0.043, 0.320], [0.816, 0.935, 0.089], [-0.031, 0.701, 0.638], [-2.248, -1.452, 1.370], [1.825, -0.765, 1.461], [0.491, 0.288, -0.928], [0.150, 0.775, -0.061], [0.921, -0.261, 0.691], [-2.592, -1.195, 1.252], [-0.646, -0.297, -1.265], [-1.541, 1.147, 0.163], [0.762, -0.668, -0.812], [-0.678, 0.558, -0.889], [-1.667, 4.009, -3.911], [-0.361, 0.362, -0.780], [-0.887, -0.408, 1.868], [-0.494, -1.312, -0.569], [-0.166, -1.134, -1.684], [-0.670, -2.123, 1.570], [2.778, 2.517, 1.091], [-0.991, -0.032, -1.593], [-0.400, -0.378, -0.786], [1.853, -0.101, 1.537], [0.249, 2.148, -1.313], [-0.874, 0.718, 2.440], [0.963, 0.517, -0.074], [-0.055, 1.418, 0.850], [1.257, -4.148, -2.837], [-0.942, -0.362, -0.459], [-0.048, -0.645, 0.456], [0.354, 0.115, 0.623], [2.581, 0.525, 4.542], [-0.466, 0.107, -1.067], [0.113, -1.550, 0.630], [0.384, 0.820, -1.169]]
}